Entry 1:
Density functional theory data (wB97M-V/def2-TZVPD) for 7 unconnected molecules or ions with the total composition C15H41N3O18S4 in a non-equilibrium geometry.

Calculated values
Charge   0
Energy   -3707.12107 Ha
SMILES string   CCOS(C)(=O)=O.CCOS(C)(=O)=O.CCOS(C)(=O)=O.CCOS(C)(=O)=O.C[N+](=O)[O-].C[N+](=O)[O-].C[N+](=O)[O-]
Gap between HOMO and LUMO   0.378 hartree
Strongest force on any atom   1.9 eV/Å
Molar mass   679.76 g mol⁻¹
Energy above the lowest of the compared OMol25 structures with the same formula, charge and spin   0.0 kcal/mol

CARTESIAN COORDINATES (ANGSTROEM)
C1 -1.80342 -6.02953 -6.00268
C2 -2.02648 -4.97884 -4.95268
O1 -0.79871 -4.29843 -4.64389
S1 -0.68233 -2.73308 -4.89664
C3 -1.01345 -2.09039 -3.28577
O2 0.69143 -2.52590 -5.22493
O3 -1.70498 -2.31822 -5.80254
H1 -1.37383 -5.62550 -6.91807
H2 -2.75409 -6.50616 -6.24942
H3 -1.13500 -6.81403 -5.63949
H4 -2.79467 -4.27626 -5.28344
H5 -2.40953 -5.43521 -4.03633
H6 -0.08294 -1.99728 -2.73327
H7 -1.70307 -2.74396 -2.76248
H8 -1.42175 -1.08949 -3.42276
C4 2.05468 0.35814 -3.87682
C5 1.81557 0.63167 -5.33882
O4 0.39931 0.49142 -5.59253
S2 -0.22425 1.22480 -6.84426
C6 0.41323 0.22636 -8.15111
O5 -1.61822 1.00155 -6.75910
O6 0.31790 2.54728 -6.91877
H9 3.11758 0.19034 -3.69730
H10 1.47337 -0.46891 -3.49011
H11 1.80169 1.26596 -3.32320
H12 2.13301 1.63803 -5.61286
H13 2.36078 -0.07211 -5.97643
H14 1.40306 0.59861 -8.40748
H15 -0.25100 0.32873 -9.00367
H16 0.45061 -0.79314 -7.77843
C7 2.14242 6.18182 4.27490
C8 2.05126 5.01879 3.33361
O7 3.01599 4.01907 3.75155
S3 2.85354 2.53712 3.22911
C9 1.86804 1.90947 4.54768
O8 2.14907 2.50228 1.99372
O9 4.14927 1.97165 3.32835
H17 2.10533 5.88356 5.32073
H18 1.29499 6.84076 4.05992
H19 3.03534 6.78842 4.12183
H20 1.04294 4.59953 3.37345
H21 2.28907 5.30292 2.31137
H22 0.88203 2.37018 4.53692
H23 2.36007 2.27481 5.44921
H24 1.85333 0.82505 4.55256
C10 2.80033 -3.38794 6.67509
C11 2.73208 -2.65321 5.35903
O10 1.83412 -3.28402 4.42932
S4 0.26987 -3.13145 4.70074
C12 -0.30494 -3.34280 3.04512
O11 -0.15053 -4.21754 5.51439
O12 0.02333 -1.78404 5.11983
H25 3.56735 -2.96378 7.31970
H26 3.07024 -4.42453 6.45241
H27 1.84823 -3.42765 7.20141
H28 2.47780 -1.59752 5.45928
H29 3.71399 -2.71227 4.89087
H30 -0.78545 -4.31968 2.98391
H31 0.49964 -3.26280 2.32881
H32 -1.10448 -2.61837 2.91186
C13 -2.52211 4.06977 4.76844
N1 -1.98761 3.37576 3.56730
O13 -2.01660 2.15835 3.58173
O14 -1.52969 4.05376 2.67848
H33 -2.55891 5.13503 4.57414
H34 -1.86223 3.85223 5.60197
H35 -3.51861 3.68325 4.95664
C14 -0.04663 0.23554 1.19265
N2 0.05370 -0.63376 0.01113
O15 0.51296 -0.17166 -1.01128
O16 -0.35747 -1.77057 0.15145
H36 -1.07905 0.50628 1.40966
H37 0.37663 1.21096 0.96196
H38 0.46830 -0.18607 2.04668
C15 -5.09631 2.24001 -0.50707
N3 -3.96185 1.33146 -0.81472
O17 -3.80427 1.02348 -1.97834
O18 -3.25980 0.98520 0.11849
H39 -4.67566 3.14821 -0.08971
H40 -5.70621 1.76296 0.25519
H41 -5.64734 2.38547 -1.42616

Cartesian forces (eV/Å) of the 3 atoms listed first:
0.23 -0.50 -0.12
-0.76 -0.04 0.06
-0.07 -0.13 -0.10



Entry 2:
Density functional theory data (wB97M-V/def2-TZVPD) for a molecular structure, C15H42AlO13S4.

Calculated values
Charge   -1
Energy   -3409.94998 Ha
Gap between HOMO and LUMO   0.221 hartree
Strongest force on any atom   0.4 eV/Å
Molar mass   585.74 g mol⁻¹

CARTESIAN COORDINATES (ANGSTROEM)
C1 -1.81814 0.57059 -3.21715
C2 -0.69923 1.24134 -2.40306
O1 -1.18905 2.41694 -1.71929
C3 -0.03900 0.29054 -1.41785
Al1 -1.13004 -0.30832 0.20625
H1 -1.84849 -0.50519 -3.04636
H2 -2.79303 0.98476 -2.95642
H3 -1.67387 0.76099 -4.28564
H4 0.05282 1.60330 -3.12629
H5 -1.06156 3.12562 -2.35684
H6 0.85899 0.80006 -1.03333
H7 0.33005 -0.57007 -1.98901
H8 -1.30076 0.87934 1.32661
H9 -2.63282 -0.80267 -0.20094
H10 -0.30743 -1.49500 0.94576
O2 -3.58963 -2.49802 4.51892
S1 -4.71409 -2.40404 3.63889
O3 -4.61095 -1.75585 2.37695
O4 -5.93043 -1.75999 4.45902
C4 -5.64932 -0.50492 5.11853
C5 -5.60862 0.66418 4.15523
C6 -5.41457 -4.00434 3.41171
H11 -4.71390 -0.59776 5.67270
H12 -6.45780 -0.39096 5.83978
H13 -4.76279 0.59221 3.47291
H14 -5.51931 1.59523 4.71714
H15 -6.51952 0.69773 3.55695
H16 -5.52900 -4.48329 4.38013
H17 -4.71480 -4.55549 2.78732
H18 -6.37025 -3.89633 2.90613
O5 1.48341 -3.71924 0.24692
S2 2.53292 -3.26046 -0.59856
O6 2.28776 -2.91947 -1.96741
O7 3.70313 -4.37457 -0.57482
C7 3.29071 -5.72845 -0.81401
C8 3.02198 -6.01235 -2.27914
C9 3.42304 -1.96208 0.17078
H19 2.41670 -5.94984 -0.19866
H20 4.11896 -6.33673 -0.45086
H21 2.15359 -5.46093 -2.63496
H22 2.83782 -7.07934 -2.41823
H23 3.87756 -5.71833 -2.88814
H24 3.64020 -2.23610 1.19704
H25 2.76274 -1.09598 0.13609
H26 4.33530 -1.77773 -0.38999
O8 -2.25312 3.42473 -6.03454
S3 -1.99406 4.71045 -5.46645
O9 -1.77869 4.85499 -4.06137
O10 -3.14660 5.71151 -5.92288
C10 -4.50801 5.28230 -5.67449
C11 -4.90922 5.42559 -4.22140
C12 -0.66917 5.47956 -6.33347
H27 -4.62372 4.25544 -6.02396
H28 -5.11190 5.92506 -6.31266
H29 -4.35687 4.73741 -3.58363
H30 -5.97331 5.21099 -4.11663
H31 -4.71661 6.43912 -3.86906
H32 -0.85458 5.39656 -7.40049
H33 0.23458 4.94160 -6.05564
H34 -0.60453 6.51853 -6.02190
O11 5.46760 -1.04350 2.39468
S4 6.63920 -0.85067 3.19188
O12 6.96282 -1.79034 4.22062
O13 6.59555 0.61626 3.80078
C13 5.36616 1.01719 4.45992
C14 5.22525 0.41749 5.84217
C15 8.04115 -0.62674 2.15289
H35 4.52130 0.76173 3.81986
H36 5.43225 2.10195 4.50989
H37 5.09142 -0.66200 5.79664
H38 4.35507 0.85082 6.33555
H39 6.11217 0.62280 6.44231
H40 7.79732 0.10874 1.39159
H41 8.25031 -1.59370 1.70068
H42 8.87892 -0.30289 2.76431

Cartesian forces (eV/Å) of the 3 atoms listed first:
-0.02 0.14 -0.22
0.18 -0.23 -0.09
0.23 -0.06 -0.25



Entry 3:
Density functional theory data (wB97M-V/def2-TZVPD) for 7 unconnected molecules or ions with the total composition C15H42ClO10 in a non-equilibrium geometry.

Calculated values
Charge   -1
Energy   -1809.06806 Ha
Gap between HOMO and LUMO   0.365 hartree
Strongest force on any atom   3.4 eV/Å
Molar mass   417.94 g mol⁻¹
Energy above the lowest of the compared OMol25 structures with the same formula, charge and spin   48.2 kcal/mol

CARTESIAN COORDINATES (ANGSTROEM)
Cl1 -0.15603 -0.16766 -0.74698
O1 -0.29339 0.39561 -2.07900
O2 0.65091 -1.35994 -0.66872
O3 0.54079 0.71448 0.15636
O4 -1.48452 -0.43760 -0.31113
O5 -1.23592 -1.07735 2.63099
H1 -1.74918 -1.03935 1.82392
H2 -0.53598 -0.43757 2.50062
C1 4.41235 0.57070 -3.07711
C2 3.68219 -0.75301 -3.49167
C3 3.96776 -1.85123 -2.50114
O6 2.30828 -0.48537 -3.61748
H3 5.44350 0.30743 -2.84147
H4 3.82395 0.91129 -2.22512
H5 4.25816 1.26344 -3.90441
H6 3.98281 -1.03338 -4.50118
H7 3.68929 -2.86617 -2.78478
H8 3.71529 -1.69042 -1.45305
H9 5.05105 -1.96795 -2.53247
H10 1.87351 -0.73455 -2.79864
C4 3.94282 -2.94190 2.29812
C5 3.42704 -1.56723 1.90987
C6 2.42397 -0.98239 2.93983
O7 4.45710 -0.55553 1.91855
H11 4.51943 -2.99166 3.22178
H12 4.66919 -3.23112 1.53861
H13 3.25052 -3.77993 2.37882
H14 2.91467 -1.59592 0.94822
H15 1.44631 -1.46361 2.96639
H16 2.11436 0.05098 2.78371
H17 2.89643 -1.00081 3.92195
H18 4.18232 0.33635 2.14364
C7 -4.63628 -3.08698 -0.70169
C8 -4.32733 -2.23120 -1.95327
C9 -3.12603 -2.78394 -2.67958
O8 -5.39681 -2.40483 -2.83524
H19 -5.35766 -3.88394 -0.88213
H20 -5.12704 -2.57413 0.12551
H21 -3.75866 -3.45428 -0.16973
H22 -4.14119 -1.17322 -1.76845
H23 -3.02433 -2.23052 -3.61312
H24 -3.16450 -3.83666 -2.95955
H25 -2.19039 -2.51911 -2.18709
H26 -6.17130 -2.29511 -2.27869
C10 1.63375 4.42589 -0.59751
C11 2.28298 4.19280 0.79232
C12 1.30838 4.57694 1.94228
O9 2.61566 2.79235 1.03658
H27 2.32163 4.33861 -1.43852
H28 1.20162 5.41658 -0.73855
H29 0.84158 3.70274 -0.79150
H30 3.17147 4.81322 0.90959
H31 0.29265 4.34094 1.62494
H32 1.42390 5.64960 2.09770
H33 1.45600 4.05732 2.88902
H34 2.12590 2.14505 0.52398
C13 -4.92003 -0.13912 1.52149
C14 -4.78402 1.38088 1.09985
C15 -3.86630 2.12790 2.00207
O10 -4.25214 1.58052 -0.27358
H35 -3.95958 -0.65450 1.52225
H36 -5.59006 -0.71448 0.88263
H37 -5.16530 -0.30099 2.57113
H38 -5.74877 1.88461 1.15989
H39 -4.02964 3.19665 2.14065
H40 -2.81790 1.90220 1.80710
H41 -3.98897 1.84580 3.04776
H42 -3.32023 1.37381 -0.37557

Cartesian forces (eV/Å) of the 3 atoms listed first:
1.22 0.06 -0.58
0.94 -0.40 0.68
-0.29 -0.84 -1.33



Question: The highest charge belongs to which entry?
Answer: C15H41N3O18S4